Entry 1:
{"formula": "C3H6IPS2", "method": "wB97M-V/def2-TZVPD", "elements": ["C", "C", "C", "P", "S", "S", "I", "H", "H", "H", "H", "H", "H"], "positions_angstrom": [[1.233, 0.350, -0.131], [0.038, 0.862, 0.817], [0.891, -1.000, -0.832], [-2.027, -1.308, 0.122], [-0.920, -0.494, 1.655], [-0.766, -0.942, -1.559], [-4.186, 1.180, -0.029], [1.528, 0.983, -0.871], [2.039, 0.137, 0.648], [0.266, 1.548, 1.726], [-0.657, 1.654, 0.350], [1.588, -1.057, -1.645], [0.974, -1.912, -0.251]], "charge": 0, "lumo_ha": [-0.073, -0.078], "e_homo_ev": [-8.47, -8.17], "gap_ev": [6.5, 6.1]}

---

Entry 2:
{"formula": "C3H6N", "method": "wB97M-V/def2-TZVPD", "elements": ["C", "N", "C", "C", "H", "H", "H", "H", "H", "H"], "positions_angstrom": [[2.110, -0.389, -0.048], [1.126, 0.191, -0.023], [-0.093, 0.778, -0.016], [-1.259, -0.437, 0.040], [3.042, -0.899, -0.047], [-0.238, 1.363, -0.926], [-0.205, 1.404, 0.872], [-1.079, -1.046, 0.914], [-2.218, 0.058, 0.103], [-1.187, -1.021, -0.869]], "charge": 1, "lumo_ha": -0.172, "e_homo_ev": -17.25, "gap_ev": 12.6, "smiles": "C#[N+]CC"}

---

Entry 3:
{"formula": "C3H6N", "method": "wB97M-V/def2-TZVPD", "elements": ["C", "C", "C", "N", "H", "H", "H", "H", "H", "H"], "positions_angstrom": [[-1.624, -0.050, -0.243], [-0.472, 0.582, -0.404], [0.061, -1.927, -1.010], [-0.527, -0.876, -0.615], [-2.588, -0.002, 0.122], [-1.119, 3.465, -0.918], [0.172, 1.420, -0.650], [-0.342, -2.925, -0.882], [1.120, -2.092, -1.320], [-1.057, 2.840, -1.382]], "charge": 1, "lumo_ha": -0.179, "e_homo_ev": -15.87, "gap_ev": 11.0}

---

Entry 4:
{"formula": "C3H6N", "method": "wB97M-V/def2-TZVPD", "elements": ["C", "N", "C", "C", "H", "H", "H", "H", "H", "H"], "positions_angstrom": [[-2.236, -0.313, 0.173], [-1.093, 0.321, 0.075], [0.230, 0.670, 0.011], [1.122, -0.602, -0.109], [-3.263, -0.225, 0.294], [0.547, 1.225, 0.971], [0.491, 1.353, -0.808], [1.240, -0.757, -1.095], [2.098, -0.259, 0.095], [0.863, -1.413, 0.394]], "charge": 1, "lumo_ha": -0.247, "e_homo_ev": -17.20, "gap_ev": 10.5, "smiles": "C#[N+]CC"}

---

Entry 5:
{"formula": "C3H6N", "method": "wB97M-V/def2-TZVPD", "elements": ["C", "C", "C", "N", "H", "H", "H", "H", "H", "H"], "positions_angstrom": [[-1.148, 0.354, -1.839], [1.076, -0.502, 0.720], [-0.327, -0.085, 0.434], [-0.915, 0.223, -0.703], [-1.356, 0.444, -2.904], [1.136, -1.419, 1.363], [1.380, -0.626, -0.342], [1.900, 0.106, 1.111], [-0.997, -0.491, 1.163], [-0.750, 1.995, 0.996]], "charge": 1, "lumo_ha": [-0.193, -0.243], "e_homo_ev": [-14.49, -15.36], "gap_ev": [9.2, 8.7]}

---

Entry 6:
{"formula": "C3H6N2", "method": "wB97M-V/def2-TZVPD", "elements": ["H", "N", "C", "N", "C", "C", "H", "H", "H", "H", "H"], "positions_angstrom": [[-2.640, -1.168, 0.048], [-2.729, -0.132, -0.013], [-1.584, 0.405, -0.021], [-0.313, -0.192, 0.035], [0.916, 0.413, 0.020], [2.081, -0.203, -0.027], [-1.547, 1.469, -0.028], [-0.292, -1.212, -0.026], [0.918, 1.521, 0.055], [2.963, 0.377, -0.040], [2.228, -1.277, -0.001]], "charge": 0, "lumo_ha": 0.041, "e_homo_ev": -8.59, "gap_ev": 9.7, "smiles": "[H]/N=C\\NC=C"}

---

Entry 7:
{"formula": "C3H6N2", "method": "wB97M-V/def2-TZVPD", "elements": ["C", "C", "N", "N", "C", "H", "H", "H", "H", "H", "H"], "positions_angstrom": [[1.151, 0.021, -1.230], [0.574, 1.127, -0.429], [-0.353, 1.843, -0.019], [-0.066, 0.657, 0.872], [-1.124, -0.540, 1.166], [1.314, 0.176, -2.295], [0.417, -0.794, -1.122], [2.061, -0.358, -0.763], [-0.929, -1.439, 0.609], [-2.095, -0.085, 0.977], [-0.949, -0.608, 2.234]], "charge": 0, "lumo_ha": 0.023, "e_homo_ev": -8.21, "gap_ev": 8.8, "smiles": "CC1=NN1C"}

---

Entry 8:
{"formula": "C3H6N2", "method": "wB97M-V/def2-TZVPD", "elements": ["C", "N", "C", "N", "C", "H", "H", "H", "H", "H", "H"], "positions_angstrom": [[0.356, 0.320, 1.723], [0.040, -0.509, 0.575], [0.067, -0.056, -0.692], [0.444, 0.911, -1.411], [-0.476, -0.151, -2.016], [1.416, 0.312, 2.003], [-0.237, -0.012, 2.581], [0.064, 1.348, 1.497], [-0.094, -1.499, 0.696], [-0.086, -0.856, -2.754], [-1.495, 0.191, -2.201]], "charge": 0, "lumo_ha": 0.035, "e_homo_ev": -8.97, "gap_ev": 9.9, "smiles": "CNC1=NC1"}

---

Entry 9:
{"formula": "C3H6N2O", "method": "wB97M-V/def2-TZVPD", "elements": ["C", "N", "C", "N", "C", "O", "H", "H", "H", "H", "H", "H"], "positions_angstrom": [[-1.741, -0.268, -0.717], [-0.975, 0.874, -0.226], [0.304, 0.996, 0.126], [1.035, -0.153, 0.003], [2.371, -0.160, 0.382], [3.067, -1.145, 0.329], [-2.709, -0.305, -0.207], [-1.912, -0.201, -1.798], [-1.227, -1.207, -0.502], [-1.505, 1.729, -0.146], [0.708, -1.057, -0.334], [2.699, 0.832, 0.731]], "charge": 0, "lumo_ha": 0.026, "e_homo_ev": -8.99, "gap_ev": 9.7}

---

Entry 10:
{"formula": "C3H6N2O", "method": "wB97M-V/def2-TZVPD", "elements": ["C", "C", "C", "N", "N", "O", "H", "H", "H", "H", "H", "H"], "positions_angstrom": [[-0.436, 1.256, -0.038], [1.657, -0.027, -0.295], [0.642, 0.682, 0.487], [-1.539, 1.202, -0.434], [-1.835, -0.874, 0.051], [-0.708, -1.048, 0.577], [2.649, -0.228, 0.193], [1.144, -0.919, -0.468], [1.959, 0.619, -1.158], [0.972, 0.877, 1.565], [-2.713, -0.565, 0.542], [-1.794, -0.973, -1.022]], "charge": 0, "lumo_ha": [0.012, 0.007], "e_homo_ev": [-8.26, -8.34], "gap_ev": [8.6, 8.5]}

---

Entry 11:
{"formula": "C3H6N2O", "method": "wB97M-V/def2-TZVPD", "elements": ["C", "N", "C", "N", "C", "O", "H", "H", "H", "H", "H", "H"], "positions_angstrom": [[1.871, 0.574, 0.338], [0.734, 1.112, 0.081], [-0.323, 0.362, -0.301], [-0.239, -1.092, -0.017], [-1.669, 0.758, -0.375], [-2.604, -0.066, -0.367], [2.121, -0.470, 0.095], [2.669, 1.172, 0.764], [0.329, -1.215, 0.834], [-1.241, -1.354, 0.114], [0.174, -1.673, -0.750], [-1.846, 1.844, -0.459]], "charge": 0, "lumo_ha": 0.010, "e_homo_ev": -7.59, "gap_ev": 7.9, "smiles": "C=N/C([NH3+])=C/[O-]"}

---

Entry 12:
{"formula": "C3H6N2O", "method": "wB97M-V/def2-TZVPD", "elements": ["O", "N", "C", "C", "N", "C", "H", "H", "H", "H", "H", "H"], "positions_angstrom": [[-0.367, -2.419, -0.978], [0.602, -1.446, -0.999], [0.378, -0.543, -0.136], [1.163, 0.661, 0.286], [0.185, 0.834, 1.231], [-0.627, -0.198, 0.900], [-0.074, -3.037, -1.661], [-0.547, 2.025, -0.995], [2.218, 0.745, 0.530], [0.073, 1.558, 1.932], [-1.295, 2.001, -1.030], [-1.709, -0.180, 0.921]], "charge": 0, "lumo_ha": [0.000, -0.001], "e_homo_ev": [-7.55, -7.47], "gap_ev": [7.6, 7.5]}

---

Entry 13:
{"formula": "C3H6N2O", "method": "wB97M-V/def2-TZVPD", "elements": ["C", "C", "C", "N", "N", "O", "H", "H", "H", "H", "H", "H"], "positions_angstrom": [[1.493, -0.744, -0.540], [1.692, 0.076, 0.455], [-0.070, 0.596, -0.582], [-1.675, -0.413, 0.715], [-1.383, 0.297, -0.419], [0.629, 1.029, 0.531], [2.004, -1.589, -1.049], [2.421, 0.347, 1.261], [0.093, 1.117, -1.490], [-0.980, -0.233, 1.345], [-2.530, -0.241, 1.082], [-1.695, -0.242, -1.310]], "charge": 0, "lumo_ha": 0.039, "e_homo_ev": -7.92, "gap_ev": 9.0}

---

Entry 14:
{"formula": "C3H6N2O", "method": "wB97M-V/def2-TZVPD", "elements": ["C", "N", "C", "N", "C", "O", "H", "H", "H", "H", "H", "H"], "positions_angstrom": [[1.090, -0.531, 1.266], [0.339, -0.214, 0.077], [-0.901, -0.483, 0.060], [-1.681, -0.250, -1.049], [0.761, 1.852, -1.734], [1.816, 2.141, -1.425], [1.671, 0.346, 1.574], [1.811, -1.332, 1.058], [0.463, -0.843, 2.118], [-1.430, -0.955, 0.902], [-2.668, -0.120, -0.887], [-1.269, 0.405, -1.701]], "charge": 0, "lumo_ha": 0.041, "e_homo_ev": -9.06, "gap_ev": 10.2}

---

Entry 15:
{"formula": "C3H6N2O", "method": "wB97M-V/def2-TZVPD", "elements": ["C", "N", "C", "O", "H", "H", "H", "C", "N", "H", "H", "H"], "positions_angstrom": [[0.284, 1.682, 0.297], [1.554, 1.030, 0.189], [1.994, -0.068, -0.087], [2.587, -1.091, -0.236], [0.366, 2.405, -0.507], [0.216, 2.002, 1.283], [-0.704, 0.955, 0.201], [-1.395, -1.467, -0.630], [-1.362, -0.970, 0.493], [-1.590, -0.661, -1.299], [-1.030, -2.457, -1.055], [-0.921, -1.359, 1.350]], "charge": 0, "lumo_ha": 0.030, "e_homo_ev": -9.64, "gap_ev": 10.5, "smiles": "CN=C=O.C=N"}

---

Entry 16:
{"formula": "C3H6N2O", "method": "wB97M-V/def2-TZVPD", "elements": ["H", "N", "C", "C", "O", "N", "C", "H", "H", "H", "H", "H"], "positions_angstrom": [[1.904, 0.699, -0.193], [1.373, 0.910, 0.654], [0.260, 0.279, 0.690], [-0.598, 0.519, 1.905], [-1.694, 0.023, 2.034], [-0.311, -0.567, -0.211], [0.052, -0.555, -1.609], [-0.150, 1.206, 2.643], [-1.243, -0.861, 0.046], [0.228, 0.473, -1.956], [-0.772, -0.976, -2.189], [0.951, -1.149, -1.813]], "charge": 0, "lumo_ha": 0.011, "e_homo_ev": -9.52, "gap_ev": 9.8, "smiles": "[H]/N=C(/C=O)NC"}

---

Entry 17:
{"formula": "C3H6N2O", "method": "wB97M-V/def2-TZVPD", "elements": ["N", "C", "O", "C", "C", "N", "H", "H", "H", "H", "H", "H"], "positions_angstrom": [[-1.573, 0.242, -1.055], [-1.121, 0.127, 0.213], [-1.732, -0.435, 1.105], [0.301, 0.488, 0.525], [1.113, -0.724, 0.315], [1.452, 0.519, -0.375], [-2.387, -0.305, -1.298], [-1.009, 0.676, -1.768], [0.432, 0.937, 1.500], [0.744, -1.441, -0.416], [1.560, -1.136, 1.221], [2.221, 1.053, 0.033]], "charge": 0, "lumo_ha": 0.038, "e_homo_ev": -9.79, "gap_ev": 10.8, "smiles": "NC(=O)[C@H]1CN1"}

---

Entry 18:
{"formula": "C3H6N2O", "method": "wB97M-V/def2-TZVPD", "elements": ["H", "N", "C", "C", "O", "N", "C", "H", "H", "H", "H", "H"], "positions_angstrom": [[-0.524, -1.414, -1.444], [-1.248, -0.900, -0.937], [-0.747, 0.086, -0.298], [-1.720, 0.955, 0.457], [-1.372, 1.935, 1.073], [0.564, 0.458, -0.147], [1.583, -0.556, 0.063], [-2.764, 0.596, 0.425], [0.655, 1.298, 0.409], [1.176, -1.405, 0.630], [2.396, -0.114, 0.642], [2.003, -0.937, -0.874]], "charge": 0, "lumo_ha": 0.007, "e_homo_ev": -9.58, "gap_ev": 9.8, "smiles": "[H]/N=C(/C=O)NC"}

---

Entry 19:
{"formula": "C3H6N2O", "method": "wB97M-V/def2-TZVPD", "elements": ["N", "C", "C", "O", "H", "C", "N", "H", "H", "H", "H", "H"], "positions_angstrom": [[-0.412, -1.511, -1.688], [-0.086, -1.462, -0.577], [0.428, -1.857, 0.748], [0.325, -1.251, 1.779], [0.910, -2.841, 0.656], [0.287, 1.639, -0.131], [-0.955, 0.902, -0.136], [1.149, 1.134, -0.602], [0.573, 1.884, 0.896], [0.120, 2.576, -0.669], [-1.197, 0.406, 0.705], [-1.141, 0.382, -0.980]], "charge": 0, "lumo_ha": -0.034, "e_homo_ev": -8.83, "gap_ev": 7.9, "smiles": "N#CC=O.CN"}

---

Entry 20:
{"formula": "C3H6N2O", "method": "wB97M-V/def2-TZVPD", "elements": ["C", "N", "C", "C", "N", "O", "H", "H", "H", "H", "H", "H"], "positions_angstrom": [[1.911, -0.215, 0.675], [1.030, 0.062, -0.168], [-0.103, -0.846, -0.426], [-1.312, -0.021, -0.093], [-1.211, 1.352, -0.360], [-2.219, -0.670, 0.444], [2.658, 0.599, 0.808], [1.959, -1.095, 1.225], [-0.127, -1.842, 0.071], [-0.321, -0.967, -1.558], [-0.292, 1.592, -0.351], [-1.972, 2.049, -0.268]], "charge": 0, "lumo_ha": 0.037, "e_homo_ev": -9.52, "gap_ev": 10.5, "smiles": "C=NCC(N)=O"}

---

Calculated total energy list, top to bottom, in Eh: -1553.306621 -172.334036 -172.203479 -172.255770 -172.167972 -227.386599 -227.247632 -227.349074 -302.622094 -302.473026 -302.587492 -302.436826 -302.479256 -302.644537 -302.584809 -302.646908 -302.629280 -302.642619 -302.590418 -302.627695
Relative energy (zero: lowest compared OMol25 entry of this formula, charge and spin) list, top to bottom, in kcal per mole: 19.3 15.4 97.3 64.5 119.6 24.0 111.2 47.5 44.6 138.1 66.3 160.8 134.2 30.5 68.0 29.0 40.0 31.7 64.4 41.0